Computed, not measured: one molecule with the formula C4H10O4 in a non-equilibrium geometry, with ωB97M-V/def2-TZVPD.

Each line ends with the natural charge from an NBO analysis.
Geometry (Å):
C: -2.3097 -0.3449 0.3478  -0.244
O: -1.2681 0.2811 -0.3597  -0.583
C: 0.0983 0.0935 0.2579  0.053
C: 0.3683 1.1861 1.2731  -0.643
C: 0.9002 0.2145 -1.0128  0.352
O: 0.5501 -0.7139 -1.9720  -0.722
O: 2.2971 -0.0535 -0.5183  -0.294
O: 2.4829 -1.4206 -0.1890  -0.449
H: -2.1008 -1.4138 0.4884  0.166
H: -2.4652 0.1244 1.3256  0.165
H: -3.2155 -0.2271 -0.2485  0.191
H: 0.1954 -0.9139 0.6817  0.206
H: 0.1604 2.1649 0.8451  0.215
H: -0.2579 1.0453 2.1508  0.216
H: 1.4160 1.1470 1.5610  0.237
H: 0.9737 1.2465 -1.3777  0.167
H: -0.3778 -0.5616 -2.1985  0.501
H: 2.5526 -1.8540 -1.0551  0.464

Output
SMILES string: CO[C@H](C)[C@H](O)OO
LUMO level: 0.8 eV
energy above the lowest of the compared OMol25 structures with the same formula, charge and spin: 391.9 kJ/mol
HOMO-LUMO gap: 10.78 eV